Entry from the Open Molecules 2025 dataset: an isolated molecule of C3H4N2O (ωB97M-V with the def2-TZVPD basis set).

Values from the calculation:
SMILES string: Nc1cnco1
Relative energy (zero: lowest compared OMol25 entry of this formula, charge and spin): 34.1 kcal/mol
HOMO level: -8.10 eV
LUMO energy: 0.87 eV
Gap between HOMO and LUMO: 9.0 eV

```
! wB97M-V def2-TZVPD RIJCOSX def2/J DEFGRID3
* xyz 0 1
N 1.7789 -0.1960 -0.1167
C 0.4154 -0.0821 0.0125
C -0.3491 1.0010 0.3059
N -1.6874 0.6330 0.3469
C -1.6761 -0.5743 -0.0718
O -0.4059 -1.1402 -0.1998
H 2.1901 -1.1119 -0.1999
H 2.2971 0.4420 0.4688
H -0.1148 2.0355 0.1403
H -2.4481 -1.0069 -0.6862
*
```

=====

Entry from the Open Molecules 2025 dataset: a cluster of 13 separate species, C22H49IN13O27 in total (ωB97M-V with the def2-TZVPD basis set).

Values from the calculation:
HOMO level: -12.17 eV
LUMO energy: -5.35 eV
Gap between HOMO and LUMO: 6.8 eV

```
! wB97M-V def2-TZVPD RIJCOSX def2/J DEFGRID3
* xyz 1 1
C 1.9062 5.2097 1.3222
C 1.6505 4.5751 -0.1397
C 2.4840 3.1786 -0.2865
O 1.5091 2.1713 -0.6553
C 1.9996 0.8329 -0.4524
C 1.9518 0.5305 1.1365
C 3.3355 0.1946 1.8191
N 3.3221 -0.0268 3.2493
I 5.1918 -0.3956 4.1279
C 2.1588 0.0228 4.0858
C 0.7541 0.3390 3.4973
C 0.6375 0.6042 1.9684
C -0.7655 0.9686 1.3339
O -1.5686 1.7021 1.9785
O -1.1786 0.4934 0.0549
H 1.4538 4.5481 2.1519
H 1.3671 6.2140 1.3921
H 3.0211 5.4213 1.5025
H 0.5218 4.3262 -0.1731
H 1.9807 5.2436 -0.9998
H 3.3497 3.2775 -1.0489
H 2.9827 3.0149 0.7307
H 1.2711 0.1314 -0.9981
H 3.0494 0.6463 -0.8980
H 4.2852 0.1693 1.1699
H 2.2613 -0.1496 5.2056
H -0.1791 0.4045 4.1549
H -1.6401 1.2617 -0.3580
C 3.4705 -3.6564 0.1683
N 3.6376 -2.6310 -0.8867
O 2.7114 -2.4754 -1.6561
O 4.6913 -2.0135 -0.9009
H 2.4912 -4.1186 0.0602
H 4.2588 -4.3947 0.0438
H 3.5512 -3.1453 1.1238
C -4.8059 1.6396 0.9710
N -5.1663 2.0704 -0.4040
O -4.2524 2.4237 -1.1385
O -6.3464 2.0401 -0.6983
H -3.7270 1.7175 1.0917
H -5.3212 2.3001 1.6682
H -5.1325 0.6062 1.0886
C -3.4354 -2.7618 0.6620
N -4.1126 -2.6673 1.9827
O -3.7110 -3.3976 2.8743
O -5.0235 -1.8606 2.0776
H -2.6493 -3.5128 0.7219
H -4.1870 -3.0481 -0.0728
H -3.0156 -1.7814 0.4376
C -3.6334 2.2629 5.1062
N -4.7817 3.2062 5.1221
O -4.6891 4.2134 4.4380
O -5.7331 2.9023 5.8190
H -2.8627 2.6593 4.4468
H -3.2621 2.1792 6.1270
H -4.0006 1.3051 4.7387
C 0.7948 -5.5821 -2.2834
N 0.1184 -5.4880 -0.9634
O 0.5210 -6.2175 -0.0724
O -0.7951 -4.6830 -0.8675
H 1.5810 -6.3324 -2.2225
H 0.0431 -5.8700 -3.0185
H 1.2140 -4.6013 -2.5084
C 9.3725 -2.1461 2.6584
N 8.1726 -3.0240 2.6403
O 8.2537 -4.0953 3.2142
O 7.1889 -2.6043 2.0476
H 10.1633 -2.6443 3.2160
H 9.6742 -1.9810 1.6248
H 9.0892 -1.2118 3.1418
C -0.0513 6.2758 -4.0613
N 1.4088 6.2213 -3.7884
O 2.1374 5.8632 -4.6986
O 1.7738 6.5410 -2.6664
H -0.2282 5.9677 -5.0887
H -0.5409 5.5955 -3.3649
H -0.3766 7.3031 -3.9056
C -5.3250 5.7298 0.1105
N -5.1489 6.7516 -0.9542
O -6.0662 6.9037 -1.7422
O -4.0936 7.3645 -0.9595
H -6.3032 5.2660 -0.0057
H -4.5318 4.9923 -0.0084
H -5.2516 6.2393 1.0706
C -5.0525 -5.9409 4.2603
N -5.7339 -7.2574 4.3678
O -6.7817 -7.3975 3.7593
O -5.1917 -8.1030 5.0599
H -5.6432 -5.2909 3.6180
H -4.9786 -5.5262 5.2648
H -4.0669 -6.1152 3.8307
C -1.1238 9.1898 -7.6730
N -1.2074 8.4672 -6.3771
O -0.8495 9.0668 -5.3763
O -1.6299 7.3221 -6.4102
H -0.7337 10.1897 -7.4925
H -0.4543 8.6254 -8.3210
H -2.1298 9.2368 -8.0881
C 4.9174 -8.2826 1.4331
N 4.7517 -7.1806 0.4498
O 5.5323 -7.1401 -0.4844
O 3.8397 -6.3915 0.6517
H 5.7599 -8.9006 1.1286
H 5.1029 -7.8294 2.4061
H 3.9946 -8.8618 1.4356
C -0.1133 -5.1535 -6.7896
N -0.8985 -5.5761 -5.6004
O -1.9298 -4.9721 -5.3660
O -0.4486 -6.5032 -4.9422
H -0.6287 -4.3265 -7.2742
H 0.8708 -4.8435 -6.4402
H -0.0439 -6.0104 -7.4586
*
```

=====

Entry from the Open Molecules 2025 dataset: a structure of composition C32H59Br15HgN3O3 (ωB97M-V with the def2-TZVPD basis set).

Values from the calculation:
Relative energy (zero: lowest compared OMol25 entry of this formula, charge and spin): 30.3 kcal/mol
HOMO level: -3.03 eV
LUMO energy: 1.36 eV
Gap between HOMO and LUMO: 4.4 eV

```
! wB97M-V def2-TZVPD RIJCOSX def2/J DEFGRID3
* xyz -1 1
Hg 10.1421 15.5356 5.5202
C 7.3205 14.6192 1.9475
C 8.0825 14.7719 3.2736
C 8.0748 13.4050 3.9668
C 8.9574 12.4022 3.2484
C 10.3815 12.9587 3.1738
C 10.4700 14.3841 2.5764
N 9.4755 15.2274 3.2779
O 9.5552 16.5747 2.9953
C 10.3091 14.3455 1.0486
C 11.8825 14.8871 2.9100
C 7.1735 15.6445 4.1581
H 7.7999 13.8597 1.3260
H 7.3719 15.5488 1.3790
H 6.3026 14.2723 2.1119
H 7.0766 12.9969 4.1770
H 8.4382 13.4286 5.0070
H 8.6140 12.1517 2.2403
H 9.0319 11.4687 3.8106
H 10.9871 12.3195 2.5171
H 10.8379 12.8700 4.1664
H 9.8551 13.4369 0.6658
H 11.2988 14.5225 0.6196
H 9.7931 15.2639 0.7511
H 12.0203 15.8011 2.3312
H 12.5983 14.1292 2.6029
H 11.9148 15.1080 3.9769
H 6.2815 15.0770 4.4118
H 7.0037 16.6145 3.6928
H 7.7135 15.8900 5.0777
C 10.9003 19.7847 8.1565
C 10.5317 19.9362 6.6506
C 10.9220 21.3162 6.1313
C 12.4226 21.5260 6.0264
C 12.9810 20.4312 5.1353
C 12.5703 18.9735 5.4422
N 11.1840 18.9694 5.8061
O 10.4550 17.7917 5.6848
C 13.5099 18.4133 6.5304
C 12.7889 18.2286 4.1414
C 9.0072 19.8584 6.5724
H 10.3768 18.8817 8.4819
H 10.4279 20.6086 8.6987
H 11.9609 19.6438 8.3282
H 10.4918 22.1089 6.7598
H 10.4199 21.4888 5.1719
H 12.8282 21.4189 7.0447
H 12.6540 22.5568 5.7541
H 14.0727 20.4588 5.0226
H 12.6480 20.7454 4.1352
H 13.6418 19.0816 7.3818
H 14.5019 18.1240 6.1706
H 13.0378 17.4961 6.9034
H 12.7437 17.1508 4.2776
H 13.7946 18.3926 3.7193
H 12.1609 18.5586 3.3143
H 8.5477 20.8516 6.5789
H 8.5961 19.2368 7.3656
H 8.6874 19.4520 5.6107
C 8.6794 13.7368 9.4092
C 9.2509 14.9519 8.6435
C 9.6634 16.0554 9.6201
C 10.9493 15.7522 10.3585
C 12.0474 15.5286 9.3217
C 11.7047 14.3544 8.4243
N 10.4147 14.5720 7.7935
O 10.1283 13.5857 6.7933
C 11.8629 13.0226 9.1558
C 12.8230 14.2983 7.3749
C 8.1433 15.4913 7.7527
H 8.4394 12.8674 8.7995
H 7.7079 14.1086 9.7558
H 9.2812 13.3926 10.2463
H 8.8318 16.1752 10.3260
H 9.7666 17.0017 9.0838
H 10.9270 14.8394 10.9629
H 11.2198 16.5756 11.0275
H 12.9689 15.3501 9.8917
H 12.2619 16.4779 8.8214
H 11.1376 12.8877 9.9655
H 12.8157 12.9560 9.6902
H 11.7883 12.1134 8.5665
H 13.8125 14.2198 7.8350
H 12.8558 15.1917 6.7320
H 12.6844 13.4790 6.6661
H 8.4049 16.4677 7.3222
H 7.2677 15.6537 8.3898
H 7.8448 14.8537 6.9225
C 9.9550 17.2306 14.2308
Br 9.0711 16.1439 15.5914
Br 11.6318 17.9222 14.8871
Br 8.7635 18.6563 13.7258
H 10.1335 16.5440 13.4159
C 10.3900 9.2447 6.5610
Br 8.6635 9.7276 5.8914
Br 10.6089 9.6178 8.4500
Br 11.8561 9.9228 5.5260
H 10.3837 8.1655 6.5516
C 4.4591 13.1860 6.9190
Br 6.1777 12.3000 6.9943
Br 3.0344 12.3366 7.8747
Br 4.0064 13.4890 5.0555
H 4.6081 14.1747 7.3269
C 14.4958 9.8269 10.6051
Br 15.2587 9.5513 12.3457
Br 14.8064 8.3462 9.4137
Br 15.1268 11.4736 9.8008
H 13.4262 9.9485 10.6978
C 15.3267 13.9899 5.1005
Br 14.2279 12.5082 4.5513
Br 15.1631 15.5795 4.0624
Br 17.2103 13.5458 4.9041
H 15.1107 14.2032 6.1361
*
```

=====

Entry from the Open Molecules 2025 dataset: a structure of composition C27H43Br3ClF10N3O9PS (ωB97M-V with the def2-TZVPD basis set).

Values from the calculation:
Relative energy (zero: lowest compared OMol25 entry of this formula, charge and spin): 0.0 kcal/mol
HOMO level: -2.31 eV
LUMO energy: 1.08 eV
Gap between HOMO and LUMO: 3.4 eV

```
! wB97M-V def2-TZVPD RIJCOSX def2/J DEFGRID3
* xyz -1 1
C 2.7659 -4.3046 1.0680
C 1.8174 -4.6244 2.2063
O 1.3288 -3.4202 2.7693
C 0.1582 -3.5756 3.5238
C -0.9524 -2.6138 2.9536
O -0.3910 -1.8020 1.9620
C -1.3717 -0.9057 1.4589
C -0.9697 -0.4148 0.0642
C -0.5945 -1.7397 -0.6692
C -1.5640 -2.9265 -0.6277
C -0.8960 -4.1673 -1.2675
F 0.0084 -3.8738 -2.2126
F -0.1845 -4.7452 -0.2467
C -1.9178 -5.2690 -1.6946
F -2.9132 -5.2571 -0.8037
F -1.3444 -6.4684 -1.5689
S -2.5974 -5.1384 -3.4474
F -2.9264 -6.7018 -3.4431
F -1.1896 -5.4533 -4.0713
F -2.3704 -3.5799 -3.4911
F -4.0694 -4.8966 -2.8804
F -3.1967 -5.0526 -4.9064
C 0.3968 0.3391 0.2446
C 0.6431 0.8792 1.6922
O -0.1698 1.6704 2.2479
O 1.6834 0.4936 2.2221
N 0.7516 1.3358 -0.7775
C 2.0036 2.0031 -0.5531
N 1.8915 3.3085 0.1299
C 3.0498 4.1731 -0.1990
C 0.1301 1.2839 -2.0608
C 1.1099 0.5712 -3.0571
C 1.9485 -0.6338 -2.6108
C 3.4509 -0.3474 -2.4186
F 1.8991 -1.5766 -3.6738
P -0.0064 3.0250 -2.9991
O 0.0626 2.7373 -4.6291
O 1.2704 4.0164 -2.7115
C -1.3946 0.8832 -2.0260
Cl -1.5980 -0.2870 -3.3866
Br -2.7076 2.3160 -2.7744
N -2.0012 0.4430 -0.6780
C -3.3557 -0.1728 -0.9245
C -4.0766 -0.7951 -2.1366
O -4.5908 -0.1686 -3.0271
O -4.3893 -2.1742 -2.1299
C -2.1845 1.6825 0.2093
Br -1.2405 3.3435 -0.0522
C -2.9915 1.8025 1.2707
C -3.0679 3.0212 2.1430
Br -4.2405 0.4837 1.9345
H 3.6341 -3.7454 1.4166
H 3.0807 -5.2496 0.6148
H 2.2962 -3.7101 0.2798
H 1.0257 -5.3288 1.9280
H 2.4181 -5.1263 2.9859
H -0.2264 -4.5998 3.5002
H 0.3130 -3.2821 4.5675
H -1.4044 -1.9992 3.7429
H -1.7515 -3.2618 2.5467
H -2.3071 -1.4919 1.4707
H -1.5352 -0.1440 2.2245
H 0.3103 -2.1592 -0.2289
H -0.2877 -1.6108 -1.7067
H -2.5214 -2.8002 -1.1412
H -1.8073 -3.2825 0.3718
H 1.2007 -0.4037 0.1743
H 2.6981 1.3942 0.0470
H 2.5805 2.2459 -1.4492
H 1.9672 3.1859 1.1365
H 3.9464 3.6006 -0.4781
H 3.3029 4.7127 0.7194
H 2.7604 4.9369 -0.9237
H 0.7766 0.3860 -4.0774
H 1.8867 1.3278 -3.2706
H 1.6392 -1.1850 -1.7276
H 3.7280 -0.4366 -1.3676
H 3.7705 0.5955 -2.8625
H 4.0086 -1.1378 -2.9282
H 0.9753 2.6357 -4.9472
H 1.6424 4.3376 -3.5446
H -3.4709 -0.9626 -0.1859
H -4.0724 0.6251 -0.7494
H -5.0431 -2.2828 -1.4237
H -3.4327 3.8838 1.5839
H -3.7629 2.8770 2.9714
H -2.0910 3.2209 2.5930
C 1.2811 5.5015 3.5042
C 2.7596 5.7021 3.9129
C 2.8791 7.0696 4.6240
O 3.5351 5.7093 2.8023
H 0.9498 6.2858 2.8162
H 1.1387 4.5329 3.0179
H 0.6148 5.5270 4.3841
H 2.9657 4.9309 4.6971
H 2.5852 7.8892 3.9624
H 3.9056 7.2463 4.9553
H 2.2319 7.1143 5.5173
*
```

=====

Which of these has the lowest gap between HOMO and LUMO?
C27H43Br3ClF10N3O9PS

=====

gap between HOMO and LUMO of number 4 (C27H43Br3ClF10N3O9PS)?
3.4 eV